[1]
Below is one molecule with the formula C3H7NOS2 at a distorted geometry, with properties calculated with the ωB97M-V functional and the def2-TZVPD basis.

Geometry (Å):
1 C -2.22501 0.58390 0.23517
2 C 0.44839 -0.29751 -1.49066
3 C 0.83116 0.53957 0.63669
4 N 0.07505 -0.36249 -0.09281
5 O -3.59032 -1.50516 -0.35904
6 S -2.06583 2.11232 0.54039
7 S -1.95419 -0.95026 -0.10416
8 H -0.48049 -0.43514 -2.02937
9 H 1.01673 0.71725 -1.73405
10 H 1.15323 -1.11075 -1.74428
11 H 1.88666 0.69733 0.14752
12 H 0.34348 1.44719 0.56572
13 H 1.01110 0.28151 1.72586
14 H -4.06629 -2.07174 0.34998

The value obtained for the relative energy (zero: lowest compared OMol25 entry of this formula, charge and spin) is 544.7 kJ/mol. The calculation puts the HOMO-LUMO gap (spin up / spin down) at 6.96 / 6.97 eV.


[2]
Below is one molecule with the formula C6H13NO at a distorted geometry, with properties calculated with the ωB97M-V functional and the def2-TZVPD basis.

Geometry (Å):
1 C -0.23237 1.29164 -2.20462
2 C -1.13400 0.98858 -1.02283
3 C -0.69180 -0.33497 -0.37742
4 O -1.13547 -1.39256 -0.86359
5 C -0.14496 -0.14390 1.02400
6 C -1.14838 -0.45519 2.09278
7 N 0.92963 -1.27974 0.71542
8 C 2.25261 -0.76101 0.41490
9 H -0.20498 0.45200 -2.90684
10 H -0.59389 2.17515 -2.73962
11 H 0.79181 1.49017 -1.87244
12 H -1.13705 1.81824 -0.30974
13 H -2.17334 0.87886 -1.35084
14 H 0.37354 0.80749 1.17056
15 H -1.86386 0.37347 2.16443
16 H -0.67075 -0.60654 3.06557
17 H -1.75014 -1.33665 1.83436
18 H 0.66864 -2.06069 0.10970
19 H 2.28944 -0.17924 -0.51238
20 H 2.95916 -1.59222 0.33380
21 H 2.61614 -0.13289 1.23480

The value obtained for the relative energy (zero: lowest compared OMol25 entry of this formula, charge and spin) is 221.8 kJ/mol. The calculation puts the HOMO-LUMO gap at 9.10 eV. The SMILES is CCC(=O)[C@@H](C)NC.


[3]
Below is C14H16InN5O11 as an isolated structure at a distorted geometry, with properties calculated with the ωB97M-V functional and the def2-TZVPD basis.

Geometry (Å):
1 In -4.00005 -3.24322 11.80212
2 N -10.20834 -4.10285 7.93209
3 O -10.87374 -5.10207 8.10673
4 O -10.53118 -3.14100 7.28664
5 O -9.15368 -3.95967 8.55337
6 C -7.39497 -10.34122 7.03299
7 N -6.29480 -10.08146 8.01597
8 O -6.09600 -8.93414 8.43214
9 O -5.53006 -11.02683 8.20727
10 H -7.10945 -10.59305 6.01164
11 H -7.97647 -9.42299 6.95047
12 H -7.91282 -11.18486 7.48928
13 C -15.60221 1.11610 11.54625
14 N -14.56310 2.04950 11.01913
15 O -14.73442 3.19747 11.31328
16 O -13.80490 1.65748 10.11276
17 H -15.41421 0.12427 11.13512
18 H -16.64506 1.27214 11.27021
19 H -15.68817 1.16425 12.63179
20 C -16.01316 -6.33144 14.86704
21 C -15.01614 -5.59155 15.42366
22 C -13.63509 -5.87527 15.08768
23 C -13.37839 -6.84550 14.17299
24 C -14.41300 -7.43727 13.49369
25 C -15.72928 -7.25738 13.91303
26 N -11.94790 -7.21224 13.76816
27 O -11.82907 -8.33495 13.25294
28 O -11.09292 -6.33777 13.99552
29 H -17.06635 -6.14550 15.01744
30 H -15.33159 -4.76778 16.04678
31 H -12.80499 -5.32946 15.51129
32 H -14.19018 -8.18055 12.74251
33 H -16.54028 -7.72526 13.37473
34 C -15.77615 -6.92502 0.92265
35 C -15.86962 -7.94150 -0.05933
36 C -15.33672 -9.20758 0.19020
37 C -14.62969 -9.42916 1.38260
38 C -14.54442 -8.42453 2.37668
39 C -15.11588 -7.18813 2.15532
40 N -13.93556 -10.70432 1.62520
41 O -13.33423 -10.77704 2.69361
42 O -13.92581 -11.60525 0.78743
43 H -16.13563 -5.92895 0.71045
44 H -16.43081 -7.82836 -0.97512
45 H -15.38978 -10.03527 -0.50155
46 H -14.08239 -8.63366 3.33019
47 H -14.97280 -6.37568 2.85235

The value obtained for the relative energy (zero: lowest compared OMol25 entry of this formula, charge and spin) is 35.2 kJ/mol. The calculation puts the HOMO-LUMO gap at 1.36 eV. As for the net charge: +2.


[4]
Below is C32H42AsN4OPtS2Se2 as an isolated structure, with properties calculated with the ωB97M-V functional and the def2-TZVPD basis.

Geometry (Å):
1 Pt 0.32062 -0.65161 -0.15830
2 S 1.93302 0.70167 0.86543
3 C 1.39739 0.77432 2.55154
4 C 2.32197 0.88314 3.58226
5 C 1.86848 1.07955 4.88059
6 C 0.50985 1.18053 5.15681
7 C -0.41930 1.07165 4.13269
8 C 0.03461 0.84542 2.83622
9 As -1.02293 0.83543 1.25030
10 C -2.79592 0.17112 1.48089
11 C -3.68579 0.36245 0.42211
12 C -5.02013 0.02505 0.58144
13 C -5.47029 -0.48726 1.79226
14 C -4.58743 -0.66356 2.85073
15 C -3.24913 -0.33229 2.70110
16 C -1.20570 2.60620 0.55477
17 C -2.41927 3.24346 0.82138
18 C -2.57000 4.58305 0.49133
19 C -1.52424 5.27684 -0.09725
20 C -0.31525 4.63864 -0.35161
21 C -0.14510 3.30456 -0.02156
22 H 3.38302 0.82826 3.37581
23 H 2.58624 1.16253 5.68583
24 H 0.17401 1.35495 6.16967
25 H -1.47252 1.19189 4.35084
26 H -3.33275 0.78515 -0.51168
27 H -5.71643 0.17588 -0.23320
28 H -6.51593 -0.73558 1.91666
29 H -4.94415 -1.04303 3.79873
30 H -2.58032 -0.45858 3.54064
31 H -3.24048 2.71953 1.29072
32 H -3.50570 5.08262 0.70328
33 H -1.64454 6.32249 -0.34786
34 H 0.50494 5.19048 -0.79166
35 H 0.81024 2.82585 -0.18427
36 C -0.71763 -2.53688 2.76036
37 Se 0.78776 -2.32514 1.56240
38 C 0.48203 -3.93590 0.49867
39 C -0.82821 -3.92063 -0.24774
40 Se -0.94210 -2.39182 -1.46853
41 C -2.86796 -2.20404 -1.44583
42 H -0.61479 -3.52754 3.20080
43 H -1.66498 -2.42881 2.24329
44 H -0.60029 -1.78457 3.53512
45 H 0.52258 -4.76585 1.20615
46 H 1.35261 -4.00551 -0.15054
47 H -1.68979 -3.87197 0.41565
48 H -0.92097 -4.81341 -0.86676
49 H -3.27465 -3.06458 -1.97297
50 H -3.09494 -1.28784 -1.98199
51 H -3.22533 -2.16055 -0.42202
52 C -3.20353 3.46793 -2.56494
53 C -2.74877 2.31249 -3.46175
54 C -1.44545 1.74638 -2.99917
55 N -1.32430 0.85933 -2.07519
56 N -0.00257 0.60826 -1.76911
57 C 0.86193 1.28293 -2.50351
58 N 2.19390 1.19873 -2.36416
59 S 0.07240 2.29850 -3.64200
60 H -4.14213 3.87669 -2.93360
61 H -2.46666 4.27188 -2.55225
62 H -3.35176 3.12787 -1.53914
63 H -2.64996 2.64906 -4.49429
64 H -3.48248 1.50540 -3.45956
65 H 2.55892 0.31425 -2.03393
66 H 2.78377 1.73272 -2.98260
67 O 2.04442 -1.58228 -1.49131
68 C 2.97263 -2.38055 -1.73387
69 C 3.56790 -2.50709 -3.09267
70 C 4.78779 -1.54479 -3.08189
71 C 5.76090 -1.66195 -1.89525
72 C 5.22928 -1.16169 -0.53735
73 C 4.33852 -2.15838 0.22215
74 N 3.62140 -3.04262 -0.73820
75 H 2.85877 -2.23765 -3.87236
76 H 3.91200 -3.52979 -3.26038
77 H 4.42227 -0.51352 -3.12483
78 H 5.33257 -1.71158 -4.01052
79 H 6.63207 -1.05811 -2.14872
80 H 6.14171 -2.68527 -1.81126
81 H 4.68042 -0.22638 -0.69632
82 H 6.07334 -0.90654 0.10384
83 H 3.61481 -1.63575 0.84494
84 H 4.92178 -2.81337 0.86575
85 H 4.26962 -3.72086 -1.11928

The value obtained for the relative energy (zero: lowest compared OMol25 entry of this formula, charge and spin) is 0.0 kJ/mol. The calculation puts the HOMO-LUMO gap at 6.57 eV. As for the net charge: +3.


| no. | total energy (Ha) |
| --- | --- |
| 1 | -1044.69492 |
| 2 | -366.34943 |
| 3 | -1833.22953 |
| 4 | -9492.32260 |